No. 1
{
  "formula": "C8H14IP",
  "method": "ωB97M-V/def2-TZVPD",
  "homo_energy_ev": -8.664,
  "e_lumo_ha": 0.009,
  "relative_energy_kj_mol": 24.1,
  "orbital_gap_ev": 8.90,
  "species": ["C", "C", "C", "C", "C", "C", "C", "C", "P", "I", "H", "H", "H", "H", "H", "H", "H", "H", "H", "H", "H", "H", "H", "H"],
  "coordinates": [[1.552, 1.392, -1.181], [2.257, 0.111, -0.587], [-0.723, 1.225, 0.306], [0.654, -0.660, 1.110], [0.770, 1.556, 0.098], [1.587, 0.418, 0.732], [-0.640, -0.412, 0.213], [-1.988, -0.988, 0.545], [-3.069, -1.262, -1.459], [-1.700, -3.005, 1.399], [2.175, 2.370, -1.217], [0.950, 1.269, -2.061], [1.965, -0.832, -1.033], [3.395, 0.201, -0.512], [-0.967, 1.673, 1.214], [-1.333, 1.567, -0.526], [1.114, -1.594, 1.073], [0.292, -0.729, 2.188], [1.096, 2.552, 0.457], [2.249, 0.619, 1.638], [-0.346, -0.645, -0.872], [-2.600, -0.480, 1.187], [-4.104, -1.761, -0.816], [-2.585, -2.584, -1.896]],
  "forces_ev_per_angstrom": [[0.99, 0.84, -0.32], [2.40, 1.70, -0.56], [2.29, -2.30, -3.09], [-3.52, 0.08, 1.70], [0.17, 1.58, 1.65], [0.64, 0.06, 2.27], [1.11, 2.01, -0.17], [1.22, -3.55, -4.20], [3.24, 0.85, 1.09], [-0.44, 0.54, -0.19], [-0.54, -2.07, -0.68], [-0.01, -0.05, -0.74], [0.05, -0.12, -0.13], [-1.51, -0.35, -0.45], [-1.03, 0.12, 1.72], [-0.26, 0.32, 0.11], [0.63, -1.88, -0.92], [0.40, 0.96, -0.94], [-0.94, -0.40, 0.47], [-0.54, 0.14, -1.40], [-0.54, 0.28, 1.46], [-1.53, 1.33, 1.53], [-2.18, -1.05, 1.08], [-0.11, 0.95, 0.73]],
  "lowdin_charge": [-0.13, -0.12, -0.07, -0.21, -0.30, -0.32, -0.44, -0.72, 0.75, 0.69, 0.14, 0.09, 0.10, 0.13, 0.09, 0.10, 0.06, 0.12, 0.13, 0.16, 0.13, -0.02, -0.23, -0.12]
}

No. 2
{
  "formula": "C44H49FeN4",
  "method": "ωB97M-V/def2-TZVPD",
  "homo_energy_ev": [-6.702, -6.643],
  "e_lumo_ha": [-0.030, -0.037],
  "spin_multiplicity": 2,
  "orbital_gap_ev": [5.88, 5.63],
  "species": ["Fe", "C", "C", "C", "C", "C", "C", "C", "N", "C", "C", "C", "C", "C", "C", "C", "C", "C", "C", "N", "C", "C", "C", "N", "C", "C", "C", "C", "C", "C", "C", "C", "C", "C", "C", "C", "C", "C", "N", "C", "C", "H", "H", "H", "H", "H", "H", "H", "H", "H", "H", "H", "H", "H", "H", "H", "H", "H", "H", "H", "H", "H", "H", "H", "H", "H", "H", "H", "H", "H", "H", "H", "H", "H", "H", "H", "H", "H", "H", "H", "H", "H", "H", "H", "H", "C", "C", "C", "C", "C", "C", "C", "C", "H", "H", "H", "H", "H"],
  "coordinates": [[-0.194, -0.007, -0.030], [1.053, -2.115, -5.657], [-0.369, -1.604, -5.395], [-0.419, -0.695, -4.208], [-0.407, 0.672, -4.205], [-0.444, 1.588, -5.388], [-1.872, 2.070, -5.687], [-0.433, 1.075, -2.828], [-0.436, -0.017, -2.006], [-0.446, -1.102, -2.834], [-0.551, -2.422, -2.419], [-0.656, -2.854, -1.120], [-0.765, -4.236, -0.699], [-0.866, -5.414, -1.615], [-2.321, -5.747, -1.969], [-0.769, -4.227, 0.659], [-0.650, -2.841, 1.062], [-0.515, -2.404, 2.362], [-0.390, -1.089, 2.774], [-0.405, 0.003, 1.950], [-0.389, 1.088, 2.776], [-0.471, 2.413, 2.367], [-0.602, 2.845, 1.070], [-0.602, 2.023, -0.019], [-0.634, 2.831, -1.111], [-0.532, 2.393, -2.414], [-0.735, 4.219, -0.707], [-0.711, 4.228, 0.649], [-0.797, 5.402, 1.573], [-2.182, 5.522, 2.222], [-0.789, 5.389, -1.638], [0.617, 5.856, -2.040], [-0.342, 0.684, 4.151], [-0.336, -0.684, 4.150], [-0.284, -1.598, 5.333], [-1.676, -2.008, 5.831], [-0.365, 1.604, 5.330], [-1.775, 2.137, 5.623], [-0.630, -2.033, -0.030], [-0.888, -5.385, 1.597], [-2.297, -5.504, 2.192], [1.076, -2.758, -6.539], [1.423, -2.682, -4.802], [1.733, -1.278, -5.821], [-1.040, -2.454, -5.246], [-0.730, -1.070, -6.276], [-0.052, 1.069, -6.263], [0.203, 2.450, -5.213], [-2.513, 1.221, -5.930], [-1.878, 2.763, -6.530], [-2.297, 2.574, -4.819], [-0.563, -3.169, -3.203], [-0.403, -6.283, -1.143], [-0.307, -5.217, -2.532], [-2.887, -5.994, -1.071], [-2.369, -6.599, -2.649], [-2.804, -4.894, -2.449], [-0.520, -3.154, 3.143], [-0.433, 3.161, 3.148], [-0.540, 3.146, -3.191], [-0.577, 6.316, 1.020], [-0.033, 5.308, 2.350], [-2.948, 5.660, 1.459], [-2.219, 6.371, 2.906], [-2.426, 4.617, 2.780], [-1.320, 6.214, -1.160], [-1.352, 5.122, -2.534], [1.182, 6.164, -1.160], [0.561, 6.701, -2.728], [1.165, 5.048, -2.526], [0.251, -1.098, 6.142], [0.286, -2.493, 5.076], [-2.253, -1.129, 6.122], [-1.594, -2.665, 6.698], [-2.229, -2.532, 5.050], [0.310, 2.446, 5.157], [0.003, 1.076, 6.212], [-2.178, 2.661, 4.756], [-1.755, 2.829, 6.467], [-2.452, 1.316, 5.863], [-0.163, -5.278, 2.407], [-0.642, -6.308, 1.069], [-2.566, -4.596, 2.732], [-2.357, -6.347, 2.882], [-3.036, -5.655, 1.404], [1.798, -0.032, -0.041], [3.010, -0.037, -0.041], [4.439, -0.043, -0.048], [5.159, 0.871, 0.727], [6.544, 0.862, 0.716], [7.232, -0.058, -0.063], [6.526, -0.970, -0.836], [5.142, -0.965, -0.831], [4.618, 1.586, 1.333], [7.092, 1.574, 1.320], [8.314, -0.064, -0.069], [7.060, -1.689, -1.444], [4.586, -1.673, -1.432]],
  "forces_ev_per_angstrom": [[0.29, -0.03, 0.00], [-0.13, 0.01, -0.04], [0.16, -0.04, 0.08], [0.00, 0.47, -0.29], [0.05, -0.45, -0.24], [-0.24, 0.05, 0.08], [0.19, -0.01, -0.03], [-0.04, 0.22, 0.27], [0.03, 0.08, 0.47], [-0.06, -0.43, 0.35], [0.05, 0.28, -0.37], [-0.06, -0.15, 0.33], [0.10, 0.09, -0.11], [-0.20, 0.03, 0.00], [0.11, -0.02, -0.03], [0.08, 0.06, 0.07], [0.00, -0.13, -0.08], [0.06, 0.10, 0.20], [-0.11, -0.23, -0.33], [0.02, -0.03, -0.46], [-0.06, 0.46, -0.28], [0.05, -0.31, 0.30], [-0.02, 0.12, -0.32], [0.59, -1.21, 0.12], [0.05, 0.12, 0.02], [0.04, -0.10, -0.12], [-0.06, -0.06, -0.07], [0.09, -0.07, 0.11], [-0.16, -0.10, 0.02], [0.11, 0.04, -0.02], [0.21, -0.03, 0.00], [-0.15, 0.01, -0.02], [0.07, -0.46, 0.27], [0.15, 0.46, 0.25], [-0.22, -0.02, -0.04], [0.14, 0.00, 0.00], [-0.20, 0.05, -0.08], [0.17, 0.00, 0.03], [0.65, 1.21, -0.13], [-0.18, 0.07, 0.03], [0.10, -0.04, 0.00], [0.04, -0.01, 0.02], [0.03, 0.00, -0.01], [0.02, -0.01, 0.00], [-0.04, 0.02, -0.04], [-0.05, -0.02, 0.01], [0.08, 0.02, 0.01], [0.04, -0.02, -0.03], [-0.03, 0.01, 0.00], [-0.04, -0.01, 0.01], [-0.05, 0.01, -0.01], [-0.01, -0.04, 0.04], [0.04, 0.01, -0.02], [0.05, -0.04, 0.02], [-0.02, 0.02, 0.00], [-0.02, 0.01, -0.01], [-0.03, -0.01, 0.01], [0.01, -0.03, -0.04], [-0.04, 0.05, -0.03], [0.00, 0.01, 0.01], [0.06, 0.00, 0.02], [0.01, 0.06, 0.00], [-0.02, -0.01, 0.01], [-0.02, -0.01, 0.00], [-0.03, 0.01, 0.01], [-0.06, -0.02, -0.02], [-0.06, 0.04, 0.02], [0.03, -0.01, -0.01], [0.04, -0.01, 0.00], [0.04, 0.01, 0.01], [0.05, -0.05, -0.01], [0.06, 0.02, 0.06], [-0.03, -0.01, -0.01], [-0.04, -0.01, -0.01], [-0.03, 0.02, 0.01], [0.04, -0.02, 0.04], [0.07, 0.01, -0.02], [-0.04, 0.01, 0.00], [-0.05, -0.01, -0.01], [-0.02, 0.01, -0.01], [0.03, -0.05, -0.02], [0.06, 0.00, 0.01], [-0.03, -0.01, 0.00], [-0.02, 0.02, 0.01], [-0.01, 0.02, 0.00], [-1.56, 0.03, 0.02], [-0.32, 0.00, -0.01], [0.22, -0.01, 0.00], [-0.01, -0.04, -0.03], [0.02, 0.01, 0.01], [0.04, 0.00, 0.00], [0.01, -0.01, -0.01], [-0.02, 0.04, 0.04], [-0.01, -0.01, 0.00], [-0.01, 0.00, 0.00], [-0.01, 0.00, 0.00], [-0.01, 0.00, 0.00], [-0.01, 0.00, 0.00]],
  "lowdin_charge": [0.70, -0.08, -0.19, -0.13, -0.13, -0.19, -0.08, -0.21, 0.06, -0.21, 0.07, -0.21, -0.12, -0.19, -0.08, -0.13, -0.21, 0.07, -0.21, 0.06, -0.21, 0.06, -0.21, 0.08, -0.21, 0.07, -0.13, -0.13, -0.19, -0.08, -0.19, -0.08, -0.13, -0.12, -0.19, -0.08, -0.18, -0.08, 0.08, -0.18, -0.08, 0.07, 0.07, 0.08, 0.11, 0.10, 0.10, 0.11, 0.08, 0.07, 0.07, 0.11, 0.11, 0.10, 0.06, 0.07, 0.08, 0.11, 0.11, 0.11, 0.10, 0.11, 0.08, 0.07, 0.06, 0.11, 0.11, 0.08, 0.07, 0.07, 0.11, 0.11, 0.06, 0.07, 0.07, 0.11, 0.10, 0.06, 0.07, 0.07, 0.11, 0.10, 0.07, 0.07, 0.07, 0.01, -0.12, -0.27, -0.04, -0.09, -0.10, -0.09, -0.04, 0.11, 0.10, 0.10, 0.10, 0.11]
}

No. 3
{
  "formula": "C3H7NO3",
  "method": "ωB97M-V/def2-TZVPD",
  "homo_energy_ev": -9.994,
  "e_lumo_ha": -0.008,
  "relative_energy_kj_mol": 636.7,
  "orbital_gap_ev": 9.77,
  "species": ["C", "C", "C", "N", "O", "O", "O", "H", "H", "H", "H", "H", "H", "H"],
  "coordinates": [[1.414, -1.303, 0.926], [-2.044, 0.558, -0.011], [0.203, -0.137, -0.390], [1.035, 0.982, -0.770], [1.839, 0.789, -1.660], [0.875, 2.029, -0.180], [-0.788, 0.136, 0.494], [1.527, -0.614, 1.740], [2.287, -1.486, 0.327], [0.762, -2.136, 1.092], [-2.726, 0.502, 0.836], [-2.394, -0.103, -0.809], [-1.994, 1.589, -0.372], [0.002, -0.808, -1.224]],
  "forces_ev_per_angstrom": [[-1.82, 2.33, -2.99], [-0.13, 0.23, -0.14], [1.44, -3.29, 3.46], [0.08, 0.72, -0.21], [0.23, -0.17, -0.16], [0.07, 0.15, 0.08], [0.10, -0.03, -0.17], [0.02, 0.20, 0.26], [0.31, -0.17, 0.03], [-0.20, -0.27, 0.08], [-0.04, 0.04, -0.12], [0.02, 0.00, 0.00], [-0.01, -0.08, -0.01], [-0.07, 0.34, -0.11]],
  "lowdin_charge": [0.13, -0.07, -0.18, -0.41, 0.07, 0.09, -0.16, 0.04, 0.03, 0.03, 0.09, 0.09, 0.09, 0.15]
}